The following is a quantum chemistry calculation of a molecular structure, C29H69AgClN7O11, from the OMol25 dataset.

The geometry in XYZ format:
```
118
Properties=species:S:1:pos:R:3:forces:R:3:mulliken_charge:R:1
Ag 3.344 11.869 11.556 0.09 -0.98 0.39 1.171
Cl 4.023 9.266 12.676 -0.26 0.42 0.06 -0.886
C 7.118 9.438 17.763 0.32 -0.84 0.43 -0.723
O 7.356 10.370 16.744 -0.90 0.77 -0.42 -0.335
C 7.165 9.854 15.431 0.53 -1.05 -0.53 -0.750
C 7.431 10.863 14.271 0.02 -0.06 2.27 0.318
O 8.692 11.420 14.561 1.32 1.11 0.29 -0.421
C 8.932 12.753 14.113 -0.58 -0.65 -0.76 -0.265
H 6.117 9.279 18.164 -0.69 0.92 -0.39 0.186
H 7.734 9.693 18.626 0.15 0.07 -0.15 0.299
H 7.336 8.412 17.467 0.69 -0.13 -0.32 0.353
H 6.204 9.361 15.279 -0.55 0.44 0.09 0.345
H 7.850 9.007 15.383 0.49 -0.08 -0.51 0.457
H 6.655 11.622 14.365 -0.17 0.21 -0.46 -0.020
H 7.441 10.384 13.291 -0.38 -0.15 0.03 0.130
H 8.147 13.447 14.414 -0.35 -0.03 0.13 0.064
H 8.974 12.736 13.024 -0.14 0.21 -0.32 0.001
H 9.874 13.208 14.417 0.13 -0.75 0.57 0.381
C 2.777 14.361 9.576 -0.57 -0.49 -0.10 -1.140
O 2.321 13.890 10.853 -0.09 -0.19 -1.02 0.524
C 1.866 14.841 11.782 -0.09 -0.28 1.47 -0.821
C 1.409 14.096 13.073 0.85 -0.10 0.11 -0.223
O 2.481 13.351 13.738 -1.21 0.12 0.28 -0.056
C 2.116 12.446 14.858 1.23 0.21 -1.09 -0.741
H 3.450 15.213 9.671 0.07 -0.07 -0.01 0.338
H 1.951 14.574 8.897 -0.42 0.72 0.35 0.242
H 3.202 13.505 9.052 0.66 -0.03 0.53 0.095
H 0.980 15.408 11.495 -0.25 -0.23 -0.64 0.375
H 2.642 15.590 11.938 0.30 -0.05 0.44 0.527
H 0.576 13.436 12.827 0.08 -0.23 -0.24 -0.447
H 0.992 14.865 13.723 0.15 0.09 0.33 0.511
H 1.928 11.435 14.495 -0.52 0.12 -0.38 -0.020
H 1.352 12.762 15.568 -0.18 0.50 -0.42 0.429
H 3.050 12.313 15.404 0.03 0.36 0.10 0.349
C 1.903 7.785 9.112 0.07 -0.29 -0.14 -0.325
C 2.573 6.546 9.643 0.40 -1.75 -0.18 0.502
O 2.531 5.492 8.956 0.28 1.91 1.76 -0.736
N 3.140 6.648 10.888 0.11 -1.62 -0.67 0.237
C 3.623 5.476 11.662 -0.97 0.15 -0.36 -0.506
H 2.222 8.750 9.505 0.20 -0.11 0.08 -0.328
H 0.848 7.656 9.353 -0.13 0.12 -0.20 0.351
H 2.052 7.693 8.036 -0.29 0.43 -0.03 0.291
H 3.221 7.547 11.340 0.02 0.26 0.03 -0.026
H 3.061 4.572 11.428 -0.41 0.25 -0.35 0.353
H 3.391 5.687 12.706 0.51 0.04 0.00 -0.194
H 4.649 5.142 11.507 0.26 0.73 0.02 0.320
C 6.462 14.919 11.288 -0.34 0.57 0.85 -1.150
C 6.658 13.432 11.185 -2.91 0.56 -0.35 0.583
O 5.707 12.653 11.425 1.97 0.72 -0.26 -0.310
N 7.807 13.093 10.620 0.26 -0.77 0.32 -0.058
C 8.058 11.722 10.320 0.89 -1.25 -0.56 -0.567
H 6.913 15.478 10.468 0.03 -0.13 0.00 0.421
H 6.864 15.301 12.226 0.27 0.02 0.10 0.264
H 5.400 15.154 11.358 0.02 -0.17 -0.21 -0.025
H 8.572 13.751 10.577 -0.32 -0.05 -0.05 0.268
H 9.060 11.452 10.652 0.03 -0.12 -0.06 0.446
H 7.989 11.541 9.247 0.16 0.06 -0.17 0.061
H 7.358 11.011 10.758 -0.13 0.55 0.38 0.038
C 3.180 9.455 16.655 0.94 1.66 -1.30 -0.334
C 2.393 8.215 16.612 -1.45 -0.17 3.24 0.596
O 1.522 8.010 17.484 0.87 -0.04 -1.19 -0.717
N 2.715 7.347 15.688 0.65 -1.43 -2.23 -0.043
C 2.214 5.996 15.547 -0.11 0.01 -0.10 -0.935
H 3.936 9.579 15.880 -0.02 -0.57 -0.47 -0.024
H 3.780 9.644 17.546 -0.88 -0.10 0.46 0.399
H 2.472 10.237 16.380 0.03 0.40 0.81 -0.074
H 3.282 7.645 14.907 0.23 0.37 0.18 0.176
H 2.435 5.414 16.442 -0.21 -0.01 -0.03 0.329
H 2.730 5.556 14.694 0.07 -0.07 0.20 0.263
H 1.152 5.955 15.304 -0.13 0.05 0.32 0.283
C 5.291 9.467 8.999 -0.25 1.06 -0.31 -0.639
C 4.456 10.669 8.516 -0.82 -0.05 0.79 0.190
O 3.440 11.028 9.155 1.27 -0.31 -1.10 -0.104
N 4.846 11.368 7.409 0.47 -0.23 -0.13 -0.129
C 6.068 11.174 6.610 0.09 -0.10 0.25 -1.009
H 5.384 9.618 10.075 0.18 -0.06 0.08 -0.128
H 6.258 9.442 8.498 0.00 -0.13 0.20 0.500
H 4.789 8.507 8.882 -0.22 0.18 -0.25 0.174
H 4.264 12.158 7.171 0.01 -0.14 0.15 0.289
H 6.089 11.785 5.708 -0.64 -0.09 0.00 0.368
H 6.203 10.131 6.323 -0.14 0.07 -0.04 0.352
H 6.976 11.494 7.123 -0.03 -0.09 0.43 0.246
C -1.356 11.328 12.282 0.34 -0.83 0.13 -1.185
C 0.013 10.683 12.262 0.05 -1.98 -0.12 0.392
O 0.838 10.916 11.398 0.54 1.56 -1.12 -0.160
N 0.351 9.726 13.146 -0.05 0.55 -0.03 0.154
C -0.497 9.060 14.075 0.41 -0.15 0.18 -0.941
H -1.261 12.048 13.095 -0.51 0.77 -0.55 0.311
H -2.203 10.693 12.542 0.33 -0.39 0.29 0.650
H -1.551 11.612 11.248 0.16 0.98 0.41 -0.076
H 1.276 9.336 13.033 0.29 0.28 -0.30 0.013
H -1.489 8.963 13.634 -0.07 -0.25 0.50 0.358
H -0.478 9.580 15.033 -0.49 -0.18 0.20 0.275
H 0.010 8.102 14.190 -0.69 -0.29 0.41 0.183
C 7.411 18.372 14.460 0.39 0.85 0.46 -1.148
C 6.155 17.585 14.518 -1.41 0.09 -1.15 0.833
O 5.103 17.980 14.019 0.41 0.31 0.27 -0.675
N 6.249 16.360 15.036 0.64 -0.32 0.83 -0.105
C 5.133 15.455 15.211 0.34 -0.31 -0.75 -0.767
H 8.249 17.924 14.995 0.10 -0.25 -0.37 0.326
H 7.243 19.314 14.982 -0.16 0.14 -0.16 0.360
H 7.625 18.613 13.419 0.21 -0.10 0.11 0.256
H 7.165 16.097 15.371 -0.33 -0.19 0.12 0.214
H 4.866 15.330 16.260 0.03 -0.14 -0.09 0.352
H 5.464 14.535 14.730 -0.39 -0.47 0.45 0.108
H 4.272 15.790 14.632 0.16 0.26 0.20 0.259
C -2.485 13.850 8.468 0.19 0.11 0.17 -1.331
C -1.273 13.973 9.406 -0.61 1.67 -0.72 0.973
O -1.176 14.979 10.094 -0.48 0.49 0.93 -0.645
N -0.247 13.133 9.393 -0.58 -1.55 -0.77 0.502
C -0.044 12.145 8.334 1.34 0.67 0.03 -1.116
H -2.988 14.817 8.444 0.33 0.07 0.12 0.371
H -3.254 13.168 8.830 0.29 -0.41 -0.04 0.297
H -2.194 13.613 7.445 -0.03 -0.29 0.07 0.353
H 0.434 13.370 10.100 0.44 -0.55 -0.20 -0.518
H 0.866 11.576 8.526 -0.48 -0.60 0.68 0.180
H 0.307 12.665 7.443 -0.56 0.25 -0.51 0.378
H -0.924 11.548 8.095 0.21 -0.06 0.30 0.386
```
Forces are in eV/Å.

For the highest occupied orbital energy, the calculation gives -8.690 eV. For the strongest force on any atom, the calculation gives 0.06909 hartree/bohr. The orbital gap is 8.703 eV. The spin multiplicity is 1. The value obtained for the LUMO energy is 0.00048 hartree. As for the net charge: 0.